{"formula": "C5H10O", "method": "ωB97M-V with the def2-TZVPD basis set", "fmax_ev_per_a": 0.74, "energy_ha": -271.630228, "lumo_energy_ha": [0.0424, 0.0419], "e_homo_ev": [-6.79, -6.81], "charge": 0, "elements": ["C", "C", "C", "O", "C", "C", "H", "H", "H", "H", "H", "H", "H", "H", "H", "H"], "coordinates": [[2.12837, 1.11961, -1.01967], [1.39919, 0.93727, 0.31466], [0.27259, -0.03342, 0.19654], [-0.85425, 0.27909, 0.77194], [-1.98194, -0.37741, 0.74477], [-2.11555, -1.53758, -0.15578], [2.63093, 0.19131, -1.31495], [2.88760, 1.90611, -0.95817], [1.42089, 1.38873, -1.81064], [2.13429, 0.63303, 1.07797], [0.98860, 1.89624, 0.65078], [0.36072, -0.99800, -0.29162], [-2.79196, 0.15247, 1.22393], [-1.71586, -1.27694, -1.15649], [-3.16326, -1.82862, -0.26404], [-1.54595, -2.42467, 0.17014]]}